Record 1
47
Properties=species:S:1:pos:R:3:forces:R:3 method="wB97M-V/def2-TZVPD" de_lowest_ev=0.000 homo_ha=-0.298 energy_ha=-1508.583771 max_force_ev_per_a=0.57 lumo_energy_ha=0.0215 gap_ev=8.7
C 5.033 1.905 0.845 0.1 -0.1 -0.2
C 4.307 0.664 0.368 0.1 0.4 0.4
O 4.599 0.069 -0.642 0.1 -0.2 -0.3
N 3.295 0.305 1.216 -0.1 0.1 0.4
C 2.354 -0.716 1.074 -0.2 -0.3 -0.1
C 2.430 -1.683 0.074 0.2 0.1 0.0
C 1.421 -2.615 -0.068 -0.1 0.0 0.3
C 0.315 -2.576 0.768 -0.2 -0.4 0.0
S -1.124 -3.585 0.482 0.0 0.0 0.0
C -1.309 -3.445 -1.339 0.2 -0.2 0.3
C -0.705 -2.162 -1.893 -0.5 -0.3 -0.1
O 0.078 -2.188 -2.813 0.2 0.0 -0.1
N -1.134 -1.045 -1.251 -0.4 0.3 0.0
C -0.527 0.218 -1.228 0.1 0.2 -0.1
C 0.727 0.434 -1.789 0.1 -0.1 -0.1
C 1.333 1.672 -1.687 -0.1 0.1 0.1
C 0.687 2.715 -1.047 0.1 0.1 0.0
C -0.574 2.513 -0.516 0.1 -0.1 0.0
C -1.192 1.271 -0.586 0.2 0.0 -0.1
C -2.543 1.106 -0.008 -0.1 0.0 0.0
C -2.782 0.212 1.033 0.0 0.1 0.0
C -4.053 0.072 1.561 -0.1 -0.1 0.1
C -5.101 0.824 1.059 -0.1 0.0 0.0
C -4.870 1.726 0.033 -0.1 0.1 0.0
C -3.600 1.867 -0.496 0.0 0.0 0.0
C 0.284 -1.680 1.830 0.1 -0.1 -0.1
C 1.297 -0.758 1.982 0.2 0.0 0.0
H 4.344 2.746 0.892 0.0 0.1 0.0
H 5.833 2.139 0.149 0.0 0.0 0.0
H 5.456 1.740 1.834 0.0 0.0 0.1
H 3.136 0.910 2.010 0.1 0.0 -0.2
H 3.268 -1.688 -0.601 0.0 0.0 0.0
H 1.490 -3.352 -0.852 0.0 0.0 -0.1
H -0.831 -4.299 -1.820 -0.1 0.2 -0.1
H -2.383 -3.486 -1.520 0.0 0.0 -0.1
H -1.906 -1.151 -0.603 0.2 -0.2 -0.1
H 1.227 -0.369 -2.301 0.0 0.0 0.0
H 2.316 1.814 -2.110 0.1 0.0 -0.1
H 1.155 3.685 -0.970 0.0 0.1 0.0
H -1.093 3.323 -0.022 0.0 0.1 0.1
H -1.959 -0.350 1.450 0.1 -0.1 0.0
H -4.223 -0.625 2.369 0.0 -0.1 0.1
H -6.093 0.713 1.470 -0.1 0.0 0.0
H -5.683 2.320 -0.357 -0.1 0.0 0.0
H -3.419 2.565 -1.301 0.0 0.0 -0.1
H -0.539 -1.710 2.527 -0.1 0.1 0.0
H 1.254 -0.045 2.794 0.0 0.1 0.1



Record 2
49
Properties=species:S:1:pos:R:3:forces:R:3 method="wB97M-V/def2-TZVPD" de_lowest_ev=2.499 homo_ha=-0.329 energy_ha=-1336.057060 max_force_ev_per_a=1.38 lumo_energy_ha=-0.0139 gap_ev=8.6
C -4.097 -3.108 0.791 0.1 -0.1 0.2
C -4.451 -3.148 -0.479 -0.1 0.0 -0.2
C -4.999 -1.999 -1.280 0.1 0.0 0.1
C -4.982 -0.701 -0.532 0.3 0.1 -0.2
C -6.099 -0.207 0.116 0.2 0.1 0.0
C -6.058 0.986 0.834 -0.1 0.1 0.1
C -4.888 1.703 0.917 0.1 -0.1 -0.1
C -3.735 1.237 0.275 -0.2 -0.5 -0.2
C -2.481 1.922 0.310 0.6 -0.2 -0.2
C -1.393 1.406 -0.305 -0.5 0.3 0.1
C -0.109 2.181 -0.357 0.0 -0.1 0.1
O -0.097 3.322 -0.786 -0.1 0.3 -0.1
N 0.995 1.563 0.101 0.2 0.0 0.0
C 1.031 0.240 0.694 0.0 -0.4 0.1
C 2.283 0.109 1.550 -0.3 -0.2 0.3
N 3.465 0.246 0.721 -0.1 0.0 0.1
C 4.499 -0.604 0.945 -0.4 0.2 0.1
O 4.488 -1.377 1.893 0.3 -0.1 0.0
C 5.657 -0.591 0.040 1.0 -0.8 0.5
C 6.835 -1.270 0.236 -0.8 0.4 0.0
C 7.637 -1.013 -0.894 -0.2 0.3 -0.4
C 6.894 -0.205 -1.701 0.7 -0.4 0.0
O 5.702 0.057 -1.150 -0.4 0.2 -0.1
C 3.366 1.213 -0.354 0.0 0.4 -0.4
C 2.275 2.227 -0.036 0.2 0.2 -0.2
C -1.495 0.172 -1.083 0.6 -0.1 -0.2
O -0.595 -0.331 -1.713 -0.4 0.2 0.2
O -2.705 -0.449 -1.095 -0.2 -0.3 -0.1
C -3.792 0.035 -0.448 -0.7 0.5 0.5
H -3.712 -3.978 1.296 0.1 -0.2 0.0
H -4.177 -2.212 1.384 0.0 0.2 0.1
H -4.360 -4.069 -1.039 0.1 -0.2 0.0
H -4.396 -1.903 -2.186 -0.1 0.0 0.0
H -6.022 -2.241 -1.581 0.0 0.1 -0.1
H -7.022 -0.764 0.064 -0.1 -0.1 0.0
H -6.949 1.343 1.326 -0.1 0.0 0.0
H -4.840 2.628 1.471 0.0 0.1 0.1
H -2.410 2.860 0.842 0.1 0.1 0.0
H 1.039 -0.527 -0.090 0.0 0.1 0.2
H 0.142 0.091 1.314 0.1 0.0 0.0
H 2.283 0.865 2.344 0.0 -0.1 0.0
H 2.329 -0.876 2.022 -0.1 0.2 -0.1
H 7.073 -1.869 1.090 0.0 -0.1 0.2
H 8.625 -1.379 -1.082 0.2 0.0 -0.1
H 7.096 0.234 -2.658 -0.1 0.1 -0.1
H 4.315 1.740 -0.469 -0.2 0.0 0.0
H 3.131 0.712 -1.301 0.1 0.1 0.0
H 2.183 2.957 -0.843 0.1 -0.1 0.1
H 2.522 2.770 0.885 0.0 0.0 -0.1



Record 3
48
Properties=species:S:1:pos:R:3:forces:R:3 method="wB97M-V/def2-TZVPD" de_lowest_ev=4.146 homo_ha=-0.291 energy_ha=-1219.726518 max_force_ev_per_a=2.97 lumo_energy_ha=-0.0223 gap_ev=7.3
C -5.313 2.662 2.179 0.3 -0.5 0.3
O -4.675 1.485 2.728 0.2 0.3 -0.3
C -3.346 1.315 2.502 0.5 0.2 -0.3
C -2.767 0.097 2.943 -0.7 0.7 -0.2
C -1.437 -0.152 2.710 0.8 0.4 -0.1
C -0.597 0.827 2.116 -1.0 -0.1 -0.2
C 0.827 0.595 1.982 0.4 0.6 0.3
C 1.765 1.586 2.111 -0.5 -1.0 0.4
C 3.153 1.313 1.918 2.6 -0.8 -0.7
N 4.278 1.065 1.702 -2.4 0.6 0.5
C 1.467 2.904 2.576 -0.7 2.8 0.6
N 1.253 4.006 2.921 0.5 -2.6 -0.7
C -1.198 2.006 1.630 0.4 -0.2 0.2
C -2.542 2.270 1.833 -0.6 -0.4 0.3
H -6.360 2.558 2.463 0.1 0.1 -0.1
H -4.888 3.577 2.615 -0.1 -0.2 -0.1
H -5.215 2.690 1.085 0.0 -0.1 0.3
H -3.408 -0.616 3.457 0.1 0.1 -0.2
H -0.990 -1.097 3.018 -0.2 0.2 0.0
H 1.168 -0.437 1.861 0.0 0.4 -0.2
H -0.598 2.717 1.059 -0.2 -0.2 0.3
H -2.970 3.212 1.481 0.2 -0.4 0.1
C 0.759 -6.312 -1.991 -0.4 0.7 0.3
O -0.039 -5.233 -1.440 0.4 -0.5 -0.2
C 0.365 -3.953 -1.668 0.5 0.7 -0.3
C -0.267 -2.929 -0.908 0.5 -0.6 -0.6
C 0.122 -1.611 -1.078 -0.1 -0.6 -0.1
C 1.090 -1.286 -2.035 -0.1 -1.4 0.0
N 1.483 0.041 -2.106 0.5 2.3 -0.3
C 1.041 0.980 -1.203 0.5 0.4 -0.1
N 1.723 2.101 -1.558 0.2 -1.1 -0.8
C 1.610 3.375 -0.901 -0.1 0.5 0.1
C 2.542 1.887 -2.676 -0.4 0.0 0.5
C 2.391 0.597 -3.022 -0.4 -0.2 0.4
C 1.689 -2.273 -2.824 -0.3 0.2 0.5
C 1.366 -3.614 -2.614 -0.8 -0.2 0.6
H 0.208 -7.212 -1.718 0.2 0.1 -0.1
H 0.846 -6.234 -3.085 -0.1 -0.1 0.3
H 1.761 -6.321 -1.535 -0.2 0.0 -0.1
H -1.042 -3.203 -0.193 0.2 0.0 -0.1
H -0.299 -0.806 -0.477 0.0 -0.3 -0.2
H 1.302 3.224 0.135 0.1 0.1 -0.3
H 2.584 3.875 -0.918 -0.2 -0.1 0.1
H 0.875 4.018 -1.404 0.2 -0.2 0.1
H 3.141 2.674 -3.095 0.1 0.0 -0.1
H 2.829 0.030 -3.820 0.1 0.0 -0.1
H 2.430 -2.008 -3.576 -0.1 -0.1 0.3
H 1.886 -4.389 -3.178 -0.2 0.3 0.1



Record 4
55
Properties=species:S:1:pos:R:3:forces:R:3 method="wB97M-V/def2-TZVPD" homo_ha="-0.247 / -0.248" energy_ha=-3491.872846 max_force_ev_per_a=2.73 lumo_energy_ha="-0.0890 / -0.0909" s2=4.103 gap_ev="4.3 / 4.3" multiplicity=4
Tc -0.436 -2.239 1.026 -1.7 0.0 0.1
C -2.671 0.839 -1.450 0.2 0.0 0.0
C -2.397 -0.114 -0.318 1.4 0.2 -0.3
N -1.124 -0.530 -0.105 -1.9 -0.1 1.3
N -0.181 0.034 -0.769 1.2 0.4 -2.1
C 0.403 1.070 -1.049 -0.7 0.0 1.2
S 3.116 -0.267 -0.196 0.1 -0.3 0.1
S 1.264 1.667 -2.333 0.6 0.4 -0.7
C 2.109 3.083 -1.476 -0.3 -0.4 -0.2
C 1.168 4.192 -1.140 -0.1 0.2 0.0
C 1.201 5.391 -1.845 0.1 -0.2 0.1
C 0.341 6.425 -1.516 0.0 0.1 0.0
C -0.575 6.269 -0.490 -0.1 0.0 0.0
C -0.634 5.070 0.201 0.0 0.0 0.0
C 0.234 4.042 -0.120 0.1 -0.1 0.1
C -3.462 -0.520 0.519 -0.6 -0.8 1.0
C -4.750 0.054 0.351 0.3 -0.2 -0.1
C -5.805 -0.295 1.145 -0.2 0.0 0.0
C -5.646 -1.252 2.154 0.3 0.2 -0.1
C -4.417 -1.805 2.386 0.2 -0.2 0.0
C -3.303 -1.462 1.592 -0.6 0.6 -0.7
O -2.168 -2.058 1.828 0.4 0.2 0.3
H -1.819 0.919 -2.122 -0.1 0.0 0.0
H -2.895 1.836 -1.066 0.0 0.0 -0.1
H -3.523 0.494 -2.033 0.0 0.0 0.1
H 2.878 3.409 -2.174 0.0 -0.1 0.0
H 2.578 2.641 -0.597 0.0 0.1 -0.1
H 1.912 5.521 -2.649 0.1 0.0 -0.1
H 0.397 7.358 -2.055 0.0 0.1 -0.1
H -1.244 7.075 -0.228 0.0 0.1 0.0
H -1.345 4.936 1.004 -0.1 0.0 0.0
H 0.187 3.110 0.428 0.0 0.0 0.0
H -4.910 0.783 -0.427 0.0 0.1 0.0
H -6.772 0.158 0.987 -0.1 0.1 -0.1
H -6.491 -1.548 2.753 -0.1 -0.1 0.1
H -4.273 -2.568 3.139 0.1 0.0 0.0
Te -1.238 -4.249 -0.531 -0.5 -0.1 -0.8
Te -3.865 -4.198 -0.679 0.4 0.0 0.1
Te -2.457 -5.025 3.697 0.1 -0.1 -0.2
Te -0.441 -4.760 2.030 0.2 -0.6 1.0
N 6.418 -4.000 0.297 -0.4 0.3 0.2
C 5.632 -3.184 -0.448 2.2 -0.5 -1.4
S 6.209 -2.702 -1.948 -0.2 -0.1 0.5
C 4.342 -2.795 -0.011 -2.0 0.1 1.7
C 3.743 -3.154 1.201 1.7 0.1 -1.4
C 2.413 -2.910 1.459 -2.1 0.4 0.1
N 1.503 -2.367 0.599 2.4 -0.5 1.2
C 2.097 -1.749 -0.519 -0.1 0.6 -1.1
C 3.534 -1.933 -0.860 0.1 0.2 -0.3
H 7.357 -4.137 -0.039 0.0 0.0 0.0
H 6.241 -4.171 1.271 -0.1 -0.1 0.0
H 4.302 -3.683 1.957 -0.1 -0.1 0.1
H 2.015 -3.223 2.421 0.0 0.0 -0.3
H 1.413 -1.611 -1.355 0.1 -0.1 0.2
H 3.834 -1.869 -1.900 -0.2 -0.2 0.1